# 1
ORCA calculation (ωB97M-V/def2-TZVPD) on a 2-piece molecular cluster, C12H10F2Si overall at a distorted geometry.

## Properties
**Energy above the lowest of the compared OMol25 structures with the same formula, charge and spin**: 5.894 eV
**Gap between HOMO and LUMO (spin up / spin down)**: 6.05 / 6.02 eV
**Molar mass**: 220.3 u
**Electronic energy**: -952.39901 Ha

The geometry in ORCA input format:
```
! wB97M-V def2-TZVPD RIJCOSX def2/J DEFGRID3
* xyz 0 1
C -1.712 -1.908 -3.444
C 2.200 2.776 2.521
C -1.128 -0.695 -3.243
C -2.052 -2.706 -2.376
C 2.265 2.562 1.126
C 1.384 2.069 3.338
C -0.820 -0.250 -2.003
C -1.654 -2.295 -1.088
C 1.531 1.504 0.651
C 0.473 1.131 2.709
C -0.988 -1.092 -0.917
C 0.538 0.838 1.395
F -1.759 -0.595 2.004
F 1.286 -3.458 0.790
Si -0.611 -0.485 0.815
H -1.701 -2.310 -4.377
H 2.918 3.406 2.964
H -0.833 -0.044 -4.039
H -2.520 -3.719 -2.402
H 2.887 3.038 0.417
H 1.431 2.186 4.463
H -0.470 0.796 -1.908
H -1.928 -2.863 -0.213
H 1.532 1.437 -0.417
H -0.270 0.676 3.235
*
```

=====

# 2
ORCA calculation (ωB97M-V/def2-TZVPD) on a 2-piece molecular cluster, C5H8O overall.

## Properties
**Energy above the lowest of the compared OMol25 structures with the same formula, charge and spin**: 4.055 eV
**Gap between HOMO and LUMO**: 9.37 eV
**Molar mass**: 84.1 u
**Structure (SMILES)**: C=C=C=CCO.[H][H]
**Electronic energy**: -270.40886 Ha

The geometry in ORCA input format:
```
! wB97M-V def2-TZVPD RIJCOSX def2/J DEFGRID3
* xyz 0 1
C -0.713 -1.582 -2.143
C -0.810 -0.669 -1.204
C -0.776 0.247 -0.317
C -0.537 1.164 0.594
C 0.199 0.861 1.876
O 0.566 -0.485 2.016
H -0.256 -2.546 -1.933
H -1.049 -1.398 -3.160
H -0.827 2.203 0.441
H 1.126 1.449 1.882
H -0.397 1.212 2.735
H -0.170 -1.021 1.690
H 1.839 0.072 -1.543
H 1.804 0.495 -0.933
*
```

=====

# 3
ORCA calculation (ωB97M-V/def2-TZVPD) on C22H24AuClNO2P as an isolated structure at a distorted geometry.

## Properties
**Energy above the lowest of the compared OMol25 structures with the same formula, charge and spin**: 1.028 eV
**Gap between HOMO and LUMO (spin up / spin down)**: 7.05 / 3.76 eV
**Molar mass**: 597.8 u
**Expectation value of S²**: 2.023
**Electronic energy**: -1994.44270 Ha

The geometry in ORCA input format:
```
! wB97M-V def2-TZVPD RIJCOSX def2/J DEFGRID3
* xyz 2 3
Au 0.037 -0.252 1.506
Cl -0.884 -2.497 1.206
C 2.301 -0.868 1.495
O 3.207 -1.516 1.738
P 0.099 0.016 -0.876
C 0.717 1.560 -1.637
C 1.107 -1.242 -1.745
C -1.517 -0.249 -1.649
C 0.584 -2.523 -2.026
C 1.349 -3.533 -2.618
C 2.720 -3.303 -2.837
C 3.307 -2.088 -2.434
C 2.503 -1.085 -1.865
H -0.436 -2.775 -1.745
H 0.881 -4.474 -2.942
H 3.329 -4.068 -3.329
H 4.385 -1.918 -2.608
H 2.971 -0.167 -1.506
C 1.545 2.432 -0.890
C 2.004 3.656 -1.401
C 1.654 4.031 -2.720
C 0.827 3.189 -3.497
C 0.361 1.986 -2.939
H 1.849 2.174 0.121
H 2.645 4.310 -0.777
H 2.038 4.975 -3.132
H 0.548 3.463 -4.537
H -0.301 1.389 -3.567
C -1.673 -0.586 -3.016
C -2.940 -0.765 -3.595
C -4.086 -0.718 -2.769
C -3.953 -0.489 -1.384
C -2.679 -0.275 -0.851
H -0.813 -0.730 -3.675
H -3.029 -0.918 -4.692
H -5.084 -0.852 -3.202
H -4.838 -0.485 -0.727
H -2.592 -0.177 0.220
H 0.262 1.343 1.286
H -0.968 1.197 1.284
C 0.536 -0.316 6.153
N -0.658 0.243 5.567
C -1.779 0.757 6.385
C -0.609 0.268 4.277
O 0.444 -0.131 3.684
H 0.350 -0.252 7.230
H 1.390 0.261 5.770
H 0.651 -1.328 5.736
H -2.005 1.815 6.193
H -2.735 0.261 6.168
H -1.505 0.615 7.414
H -1.515 0.639 3.752
*
```

=====

# 4
ORCA calculation (ωB97M-V/def2-TZVPD) on a 16-piece molecular cluster, H31O16 overall at a distorted geometry.

## Properties
**Energy above the lowest of the compared OMol25 structures with the same formula, charge and spin**: 3.555 eV
**Gap between HOMO and LUMO**: 7.77 eV
**Molar mass**: 287.2 u
**Electronic energy**: -1222.43956 Ha

The geometry in ORCA input format:
```
! wB97M-V def2-TZVPD RIJCOSX def2/J DEFGRID3
* xyz -1 1
O 0.241 -3.315 -1.453
H 2.245 3.881 3.446
H -1.841 -1.429 -1.474
O 2.823 3.041 -1.871
H -0.432 -2.848 -1.978
H -0.032 -4.233 -1.648
O -0.331 -0.428 -5.157
H 3.177 2.149 -2.040
H -2.815 -2.460 -2.026
O -1.941 -2.059 -2.189
H -3.197 1.261 -3.986
H 3.333 3.516 -1.218
O -2.302 1.634 -3.910
H -0.532 3.378 -1.508
H -4.889 -0.640 -0.210
O -2.008 -0.865 3.939
H -2.310 -0.838 2.901
H -2.335 -1.727 4.168
O 0.044 -1.924 1.294
H -0.665 -2.599 1.305
H 0.866 -2.219 0.916
O 4.894 3.803 -0.327
H 5.324 2.966 -0.432
H -1.244 -0.227 -4.833
O -1.828 -3.617 1.775
H -1.511 -3.855 0.902
O 0.022 2.883 -2.156
H -2.010 1.207 -3.069
H 0.786 3.354 -1.815
O 3.403 -1.742 -0.153
H -0.163 0.517 -5.263
H 2.962 -2.011 -0.970
O -4.918 -1.545 0.156
H 0.232 -1.827 3.988
H 2.406 1.592 2.155
O 2.094 4.676 2.955
H 1.565 4.395 2.181
H -2.032 -0.993 0.969
O 1.804 2.265 1.833
H -4.169 -1.767 0.764
H 1.003 1.776 1.500
O -2.707 -1.366 1.515
H -2.421 -2.706 1.798
H 4.348 3.746 0.466
O 0.940 -1.418 4.492
H 3.554 -0.829 -0.362
H 0.568 -0.551 4.631
*
```

=====

# 5
ORCA calculation (ωB97M-V/def2-TZVPD) on C4H7NO as an isolated structure.

## Properties
**Energy above the lowest of the compared OMol25 structures with the same formula, charge and spin**: 6.127 eV
**Gap between HOMO and LUMO**: 9.37 eV
**Molar mass**: 85.1 u
**Electronic energy**: -286.40650 Ha

The geometry in ORCA input format:
```
! wB97M-V def2-TZVPD RIJCOSX def2/J DEFGRID3
* xyz 0 1
C -0.952 0.089 0.981
C 0.106 -0.939 -0.471
C 0.418 -0.125 -1.611
N 1.340 -0.459 -0.481
C 0.695 0.642 0.687
O 0.724 1.793 0.280
H -1.142 -0.810 1.583
H -1.731 0.214 0.219
H -1.058 0.953 1.633
H -0.347 -1.867 -0.159
H 0.640 -0.612 -2.553
H 0.072 0.910 -1.644
H 1.235 0.211 1.536
*
```

=====

# 6
ORCA calculation (ωB97M-V/def2-TZVPD) on a 2-piece molecular cluster, C4H11NO3 overall at a distorted geometry.

## Properties
**Energy above the lowest of the compared OMol25 structures with the same formula, charge and spin**: 3.525 eV
**Gap between HOMO and LUMO**: 9.71 eV
**Molar mass**: 121.1 u
**Structure (SMILES)**: CN(C=O)CCO.O
**Electronic energy**: -439.39638 Ha

The geometry in ORCA input format:
```
! wB97M-V def2-TZVPD RIJCOSX def2/J DEFGRID3
* xyz 0 1
C 1.845 0.245 -0.798
N 0.448 0.044 -0.579
C -0.374 -0.215 -1.650
O -1.219 -1.007 -1.425
C -0.002 0.230 0.796
C -0.150 1.797 1.307
O 1.190 2.399 1.491
H 2.415 -0.694 -1.196
H 1.884 1.166 -1.535
H 2.474 0.360 0.115
H 0.044 0.128 -2.642
H 0.521 -0.554 1.268
H -1.001 -0.249 0.743
H -0.753 2.414 0.578
H -0.559 1.805 2.228
H 1.498 2.643 0.619
O -1.807 -3.135 0.625
H -1.291 -3.560 0.015
H -1.603 -2.170 0.408
*
```

=====

# 7
ORCA calculation (ωB97M-V/def2-TZVPD) on an isolated molecule of C7H12 at a distorted geometry.

## Properties
**Energy above the lowest of the compared OMol25 structures with the same formula, charge and spin**: 3.826 eV
**Gap between HOMO and LUMO**: 7.89 eV
**Molar mass**: 96.2 u
**Structure (SMILES)**: C=C/C(=C/C)CC
**Electronic energy**: -273.76794 Ha

The geometry in ORCA input format:
```
! wB97M-V def2-TZVPD RIJCOSX def2/J DEFGRID3
* xyz 0 1
C -0.130 -1.860 -1.786
C 0.285 -0.590 -1.702
C 0.023 0.345 -0.605
C 1.207 0.157 0.096
C 1.400 -0.757 1.277
C -1.271 0.691 0.033
C -1.168 1.884 0.988
H -1.022 -2.140 -1.229
H 0.148 -2.461 -2.637
H 0.847 -0.196 -2.549
H 2.121 0.470 -0.403
H 2.408 -0.570 1.653
H 1.261 -1.791 0.969
H 0.781 -0.489 2.132
H -1.996 1.005 -0.730
H -1.825 -0.111 0.534
H -0.716 2.791 0.591
H -0.384 1.536 1.683
H -1.968 2.087 1.687
*
```

=====

# 8
ORCA calculation (ωB97M-V/def2-TZVPD) on C33H31AgO3PSSi as an isolated structure.

## Properties
**Energy above the lowest of the compared OMol25 structures with the same formula, charge and spin**: 0.548 eV
**Gap between HOMO and LUMO**: 6.21 eV
**Molar mass**: 674.6 u
**Electronic energy**: -2677.91102 Ha

The geometry in ORCA input format:
```
! wB97M-V def2-TZVPD RIJCOSX def2/J DEFGRID3
* xyz -1 1
Ag 0.222 0.548 -0.050
O 3.889 -1.418 0.905
C 2.829 -1.132 1.457
O 1.651 -1.203 0.990
C 2.905 -0.601 2.898
C 4.109 -0.721 3.584
C 4.227 -0.321 4.902
C 3.127 0.217 5.555
C 1.928 0.354 4.874
C 1.807 -0.045 3.544
P 0.215 0.101 2.650
C -0.571 -1.490 3.131
C -0.774 -2.454 2.149
C -1.367 -3.667 2.472
C -1.751 -3.932 3.776
C -1.530 -2.985 4.766
C -0.939 -1.775 4.442
C -0.724 1.301 3.672
C -2.094 1.151 3.893
C -2.851 2.185 4.425
C -2.257 3.397 4.743
C -0.898 3.565 4.519
C -0.145 2.533 3.986
H 4.941 -1.146 3.039
H 5.171 -0.430 5.423
H 3.195 0.529 6.590
H 1.077 0.781 5.391
H -0.458 -2.254 1.140
H -1.522 -4.403 1.695
H -2.212 -4.881 4.025
H -1.812 -3.188 5.792
H -0.764 -1.042 5.221
H -2.581 0.217 3.648
H -3.911 2.037 4.589
H -2.849 4.205 5.154
H -0.420 4.509 4.747
H 0.909 2.694 3.797
C -3.896 4.189 -2.656
C -3.511 4.757 -1.453
C -2.291 4.418 -0.881
C -1.428 3.496 -1.476
C -1.842 2.939 -2.689
C -3.049 3.281 -3.278
Si 0.166 2.908 -0.605
C 1.578 3.714 -1.594
C 1.961 3.228 -2.844
C 2.973 3.820 -3.580
C 3.655 4.915 -3.069
C 3.308 5.407 -1.822
C 2.280 4.815 -1.103
H -4.846 4.451 -3.106
H -4.159 5.469 -0.957
H -2.004 4.873 0.059
H -1.218 2.195 -3.171
H -3.335 2.828 -4.220
H 0.131 3.766 0.634
H 1.468 2.350 -3.247
H 3.242 3.416 -4.548
H 4.456 5.375 -3.635
H 3.837 6.256 -1.406
H 2.013 5.221 -0.135
C -3.205 1.274 0.448
S -3.052 -0.508 0.447
C -4.486 -0.862 -0.578
O -1.883 -0.846 -0.429
H -4.142 1.550 0.931
H -3.159 1.645 -0.574
H -2.369 1.676 1.018
H -5.391 -0.530 -0.073
H -4.524 -1.938 -0.731
H -4.364 -0.355 -1.534
*
```

=====

# 9
ORCA calculation (ωB97M-V/def2-TZVPD) on C39H22BrF13P2RuSe3Te as an isolated structure.

## Properties
**Energy above the lowest of the compared OMol25 structures with the same formula, charge and spin**: 0.000 eV
**Gap between HOMO and LUMO (spin up / spin down)**: 7.14 / 5.74 eV
**Molar mass**: 1345.0 u
**Expectation value of S²**: 6.027
**Electronic energy**: -13621.12469 Ha

The geometry in ORCA input format:
```
! wB97M-V def2-TZVPD RIJCOSX def2/J DEFGRID3
* xyz 2 5
Ru -0.130 0.476 -0.319
Se -0.360 1.481 1.984
Se -0.955 0.072 3.642
Te -2.088 -1.916 2.487
Se -1.915 -1.432 0.141
F 6.168 -2.291 -1.988
C 4.963 -1.784 -2.098
C 4.394 -1.595 -3.347
F 5.062 -1.925 -4.431
C 3.116 -1.063 -3.448
F 2.605 -0.914 -4.663
C 2.378 -0.698 -2.328
P 0.664 -0.086 -2.521
C -0.111 -1.518 -3.327
C -0.289 -2.648 -2.527
C -0.821 -3.810 -3.060
C -1.178 -3.853 -4.401
C -0.974 -2.744 -5.209
C -0.433 -1.579 -4.681
C 0.826 1.279 -3.701
C -0.188 1.602 -4.603
C -0.008 2.632 -5.514
C 1.169 3.366 -5.515
C 2.162 3.083 -4.586
C 1.993 2.044 -3.685
C 2.979 -0.908 -1.097
Br 2.062 -0.505 0.521
C 4.245 -1.438 -0.961
F 4.781 -1.628 0.235
H 0.017 -2.637 -1.486
H -0.947 -4.684 -2.434
H -1.597 -4.758 -4.821
H -1.222 -2.786 -6.261
H -0.239 -0.746 -5.339
H -1.115 1.046 -4.622
H -0.788 2.852 -6.231
H 1.313 4.161 -6.235
H 3.076 3.661 -4.572
H 2.788 1.827 -2.981
F -4.141 5.364 4.318
C -4.787 4.434 3.611
F -5.088 3.419 4.436
F -5.939 4.963 3.183
C -3.958 3.944 2.447
C -4.288 2.727 1.857
C -3.551 2.267 0.785
C -2.478 3.020 0.299
C -2.168 4.246 0.880
C -2.914 4.709 1.957
P -1.479 2.296 -1.027
C -0.361 3.599 -1.593
C 0.821 3.799 -0.873
C 1.689 4.816 -1.222
C 1.379 5.636 -2.300
C 0.213 5.448 -3.020
C -0.659 4.426 -2.668
C 2.360 6.719 -2.683
F 3.574 6.185 -2.903
F 1.987 7.358 -3.794
F 2.487 7.619 -1.703
C -2.724 1.891 -2.273
C -3.647 2.862 -2.663
C -4.630 2.555 -3.589
C -4.710 1.271 -4.106
C -3.823 0.285 -3.697
C -2.834 0.599 -2.781
C -5.791 0.903 -5.098
F -6.698 0.101 -4.525
F -5.266 0.241 -6.139
F -6.423 1.979 -5.565
H -5.120 2.150 2.239
H -3.814 1.323 0.319
H -1.351 4.847 0.502
H -2.677 5.660 2.414
H 1.073 3.164 -0.030
H 2.605 4.971 -0.666
H -0.014 6.087 -3.862
H -1.555 4.276 -3.254
H -3.618 3.857 -2.234
H -5.339 3.310 -3.902
H -3.902 -0.719 -4.093
H -2.142 -0.175 -2.478
*
```

=====

# 10
ORCA calculation (ωB97M-V/def2-TZVPD) on C11H40F2Hg2O11P as an isolated structure at a distorted geometry.

## Properties
**Energy above the lowest of the compared OMol25 structures with the same formula, charge and spin**: 0.000 eV
**Gap between HOMO and LUMO**: 2.20 eV
**Molar mass**: 818.6 u
**Electronic energy**: -2117.48594 Ha

The geometry in ORCA input format:
```
! wB97M-V def2-TZVPD RIJCOSX def2/J DEFGRID3
* xyz 3 1
Hg 14.598 9.685 -22.630
Hg 11.166 7.919 -17.418
O 11.388 9.047 -19.284
P 11.552 10.007 -20.457
O 12.799 9.951 -21.315
F 11.503 11.563 -19.875
F 10.172 9.885 -21.314
C 7.592 11.731 -22.213
O 8.525 10.900 -22.882
H 8.063 12.472 -21.568
H 7.019 12.345 -22.908
H 6.964 11.137 -21.549
H 9.160 10.484 -22.295
C 10.520 7.994 -23.613
O 11.486 7.495 -24.503
H 10.961 7.794 -22.636
H 10.486 9.063 -23.821
H 9.559 7.538 -23.852
H 11.842 6.639 -24.253
C 14.519 12.953 -17.954
O 15.344 11.802 -18.091
H 13.480 12.626 -17.947
H 14.636 13.532 -17.037
H 14.619 13.662 -18.776
H 14.997 11.254 -17.383
O 15.548 10.909 -20.737
H 15.572 11.061 -19.792
H 16.349 11.316 -21.067
O 13.767 7.381 -22.336
H 13.138 6.985 -21.733
H 13.999 6.674 -22.939
C 9.537 14.388 -18.074
C 10.789 13.712 -17.392
O 10.789 12.345 -17.595
H 8.582 14.275 -17.561
H 9.386 13.908 -19.041
H 9.664 15.439 -18.332
H 10.782 13.993 -16.339
H 11.713 14.051 -17.860
H 10.961 12.220 -18.531
C 15.309 13.725 -23.831
C 14.050 12.855 -24.153
O 13.918 11.971 -23.026
H 15.490 14.294 -24.743
H 16.211 13.142 -23.648
H 15.179 14.466 -23.042
H 14.056 12.236 -25.050
H 13.149 13.464 -24.220
H 13.664 12.540 -22.296
C 10.955 14.347 -21.892
C 12.181 14.604 -21.081
O 12.954 13.427 -20.873
H 10.287 13.706 -21.315
H 11.134 13.929 -22.883
H 10.334 15.223 -22.079
H 11.859 14.958 -20.102
H 12.772 15.342 -21.624
H 12.403 12.731 -20.508
C 7.878 10.343 -18.391
C 7.781 8.837 -18.750
O 8.755 8.150 -18.018
H 7.778 10.491 -17.316
H 7.106 10.908 -18.915
H 8.847 10.744 -18.687
H 7.992 8.729 -19.814
H 6.796 8.410 -18.559
H 8.376 7.302 -17.775
*
```

=====

# 11
ORCA calculation (ωB97M-V/def2-TZVPD) on an isolated molecule of C5H10O2.

## Properties
**Energy above the lowest of the compared OMol25 structures with the same formula, charge and spin**: 1.435 eV
**Gap between HOMO and LUMO**: 10.70 eV
**Molar mass**: 102.1 u
**Structure (SMILES)**: OC[C@H]1CCCO1
**Electronic energy**: -346.97270 Ha

The geometry in ORCA input format:
```
! wB97M-V def2-TZVPD RIJCOSX def2/J DEFGRID3
* xyz 0 1
O -2.425 0.430 1.690
C -1.147 0.876 1.306
C -0.639 0.298 -0.010
C 0.767 0.805 -0.342
C 1.278 -0.281 -1.283
C 0.716 -1.518 -0.601
O -0.515 -1.132 0.029
H -2.398 -0.535 1.672
H -0.402 0.706 2.100
H -1.234 1.961 1.176
H -1.369 0.560 -0.792
H 1.351 0.799 0.587
H 0.771 1.820 -0.748
H 2.363 -0.409 -1.347
H 0.887 -0.130 -2.298
H 1.414 -1.835 0.186
H 0.611 -2.349 -1.316
*
```

=====

# 12
ORCA calculation (ωB97M-V/def2-TZVPD) on an isolated ion of composition H2P4S3 and charge -2 at a distorted geometry.

## Properties
**Energy above the lowest of the compared OMol25 structures with the same formula, charge and spin**: 0.558 eV
**Gap between HOMO and LUMO**: 5.36 eV
**Molar mass**: 222.1 u
**Structure (SMILES)**: [S-][PH]#[PH]P1#S#P1[S-]
**Electronic energy**: -2561.24359 Ha

The geometry in ORCA input format:
```
! wB97M-V def2-TZVPD RIJCOSX def2/J DEFGRID3
* xyz -2 1
S -0.547 1.130 -3.266
P -0.495 -0.094 -1.668
P -0.683 1.241 0.044
P -0.786 -0.365 1.370
S 0.312 0.142 3.043
P 1.361 -0.524 1.210
S 1.907 -2.426 1.106
H 0.919 -0.355 -1.405
H -1.988 1.252 -0.434
*
```

=====

> Which of these has the highest energy above the lowest of the compared OMol25 structures with the same formula, charge and spin?

C4H7NO